[1]
Molecular formula: C38H30BF3O3S
Method: DFT, the ωB97M-V functional and the def2-TZVPD basis

multiplicity = 1
HOMO-LUMO gap = 7.340 eV
E_LUMO = -0.15 eV
E_HOMO = -7.49 eV
calculated total energy = -2414.37201 a.u.
energy relative to the best compared isomer or geometry (same formula, charge and spin) = 0.914 eV
total charge = 0

Last column: Löwdin charge in e.
Positions of all 76 atoms, in Å:
C -5.5327 -3.0758 1.2212  -0.04
C -4.4720 -2.0249 1.2833  -0.24
C -4.4994 -0.9298 0.3986  -0.01
C -3.5338 0.0366 0.4270  0.05
C -2.5686 0.0394 1.5028  -0.20
C -1.7666 1.2977 1.9224  0.02
C -0.3609 0.8998 2.1838  -0.22
C 0.0046 0.4410 3.4562  -0.05
C 1.2253 -0.1631 3.6843  0.01
C 2.1282 -0.3622 2.6352  -0.25
O 3.3342 -0.9944 2.9212  0.01
C 4.0220 -1.7357 1.9527  -0.24
C 5.4223 -1.7655 2.0475  -0.01
C 6.1586 -2.4854 1.1081  -0.09
C 5.5108 -3.2419 0.1260  -0.10
C 4.1142 -3.2335 0.0582  -0.08
C 3.3577 -2.4906 0.9757  -0.02
C 1.8398 0.2002 1.3923  -0.01
C 0.6136 0.8120 1.1742  -0.01
C -2.3983 -1.2120 2.2041  0.05
C -3.4059 -2.1519 2.1690  0.00
H -5.1041 -4.0774 1.3651  0.09
H -6.2961 -2.9042 1.9957  0.09
H -6.0254 -3.0559 0.2428  0.08
H -5.2957 -0.9194 -0.3520  0.12
H -3.5457 0.8517 -0.2872  0.13
H -1.8913 2.1136 1.2004  0.13
H -0.7222 0.5367 4.2602  0.12
H 1.4880 -0.4997 4.6792  0.12
H 5.9073 -1.2161 2.8514  0.12
H 7.2469 -2.4588 1.1455  0.10
H 6.0903 -3.8301 -0.5897  0.10
H 3.5952 -3.8007 -0.7182  0.10
H 2.2637 -2.5102 0.9433  0.12
H 2.5904 0.1621 0.6097  0.12
H 0.3976 1.1921 0.1764  0.12
H -1.5344 -1.3545 2.8442  0.14
H -3.3336 -3.0460 2.7905  0.13
C -4.7224 6.8477 4.7718  -0.11
C -3.5086 6.0411 4.4663  -0.57
C -2.8213 5.1988 5.3406  -0.13
C -1.7022 4.5460 4.7442  -0.10
C -1.5594 4.8128 3.3821  -0.46
B -3.0763 0.7317 2.8728  -0.69
C -0.5275 4.3226 2.5053  -0.24
C -0.6710 4.4449 1.1056  -0.06
C 0.4658 4.4797 0.3180  -0.01
C 1.7034 4.4183 0.9691  -0.14
C 2.9458 4.9539 0.3187  -0.52
F 3.7743 5.4971 1.2701  0.11
F 3.6872 4.0103 -0.3461  0.11
F 2.6599 5.9437 -0.5811  0.11
C 1.8216 3.9134 2.2642  0.00
C 0.6693 3.7803 3.0207  -0.01
O -3.1097 0.2833 4.2316  0.15
C -4.4032 0.5400 4.6442  -0.16
C -5.1005 1.2313 3.5959  -0.18
C -6.4577 1.0157 3.4040  -0.01
C -7.0316 -0.0588 4.0844  -0.10
C -6.4035 -0.5990 5.2118  -0.09
C -5.1331 -0.1520 5.6033  -0.01
O -4.2352 1.5363 2.5969  0.15
S -2.8624 5.8646 2.8615  1.08
H -4.6055 7.4760 5.6677  0.08
H -4.9609 7.4962 3.9189  0.07
H -5.5736 6.1763 4.9552  0.08
H -3.0843 5.0790 6.3881  0.11
H -0.9757 3.9433 5.2878  0.11
H -1.6637 4.5565 0.6623  0.11
H 0.3794 4.5792 -0.7659  0.13
H 2.7997 3.6821 2.6843  0.13
H 0.6912 3.3464 4.0227  0.12
H -6.9943 1.6135 2.6684  0.12
H -8.0171 -0.4264 3.7929  0.10
H -6.9375 -1.3336 5.8305  0.11
H -4.7179 -0.3222 6.6049  0.12



[2]
Molecular formula: C38H30F12N3O5Ta
Method: DFT, the ωB97M-V functional and the def2-TZVPD basis

multiplicity = 1
HOMO-LUMO gap = 7.175 eV
E_LUMO = -0.57 eV
E_HOMO = -7.75 eV
calculated total energy = -3262.20926 a.u.
energy relative to the best compared isomer or geometry (same formula, charge and spin) = 0.044 eV
total charge = 0

Last column: Löwdin charge in e.
Positions of all 89 atoms, in Å:
Ta 0.4889 -1.1037 0.4647  1.99
C -4.6515 3.6134 2.7067  -0.05
C -3.4202 2.8945 2.2273  -0.26
C -2.1435 3.3841 2.4702  -0.02
C -1.0226 2.7095 2.0334  -0.01
C -1.0990 1.5073 1.3150  -0.18
N 0.1041 0.8922 0.8699  -0.08
C 1.2030 1.7975 0.7344  -0.25
C 1.0761 2.9050 -0.0986  -0.02
C 2.1257 3.7853 -0.2815  -0.03
C 3.3446 3.5835 0.3550  -0.26
C 4.5093 4.5112 0.1372  -0.05
C 3.4727 2.4772 1.1851  0.03
C 2.4257 1.5846 1.3799  -0.07
C 2.5353 0.3190 2.2305  -0.26
O 2.1065 -0.7473 1.4664  -0.22
C 1.6783 0.4389 3.5560  -0.52
F 1.4464 1.7214 3.8624  0.17
F 2.2826 -0.1089 4.6182  0.16
F 0.4976 -0.1786 3.4343  0.15
C 3.9909 -0.0383 2.6238  -0.56
F 4.5109 0.8530 3.4852  0.16
F 4.0641 -1.2466 3.1792  0.18
F 4.7744 -0.0603 1.5362  0.17
C -2.3878 0.9816 1.1254  -0.06
C -3.5080 1.6865 1.5593  0.02
C -2.5671 -0.3599 0.4425  -0.29
O -1.4353 -1.1224 0.6025  -0.23
C -2.7974 -0.1653 -1.0755  -0.54
F -1.7020 0.3939 -1.6087  0.15
F -2.9980 -1.3301 -1.7111  0.17
F -3.8357 0.6322 -1.3414  0.18
C -3.7156 -1.2165 1.0542  -0.55
F -3.5926 -2.4962 0.6977  0.17
F -3.6789 -1.1640 2.3881  0.18
F -4.9344 -0.8102 0.6550  0.15
H -4.4674 4.6829 2.8075  0.07
H -4.9688 3.2393 3.6826  0.08
H -5.4833 3.4761 2.0156  0.08
H -2.0162 4.3128 3.0152  0.12
H -0.0528 3.1268 2.2594  0.11
H 0.1255 3.0721 -0.5908  0.13
H 1.9958 4.6433 -0.9318  0.11
H 4.1920 5.4325 -0.3502  0.07
H 5.2684 4.0439 -0.4933  0.08
H 4.9864 4.7746 1.0819  0.08
H 4.4162 2.3265 1.6900  0.12
H -4.4906 1.2758 1.3695  0.12
O 1.5282 -0.9613 -1.1667  -0.19
C 1.6610 -1.4457 -2.4002  -0.30
C 2.6259 -0.9015 -3.2458  -0.01
C 2.7422 -1.3616 -4.5382  -0.06
C 1.9163 -2.3858 -5.0148  -0.08
C 1.0134 -2.9729 -4.1598  -0.04
C 0.8830 -2.5260 -2.8359  -0.14
C 0.0932 -3.2897 -1.9040  -0.02
N -0.0046 -3.0018 -0.6571  -0.09
N -0.6558 -3.9393 0.1353  0.11
C -0.4161 -3.6636 1.3746  -0.41
O 0.3947 -2.6749 1.7225  -0.18
C -1.0866 -4.4159 2.4486  -0.15
C -2.1315 -5.2878 2.1507  -0.03
C -2.7766 -5.9614 3.1728  -0.08
C -2.3832 -5.7694 4.4920  -0.08
C -1.3426 -4.9014 4.7888  -0.07
C -0.6948 -4.2212 3.7690  -0.01
H 3.2542 -0.1088 -2.8621  0.13
H 3.4855 -0.9244 -5.1933  0.11
H 2.0105 -2.7325 -6.0347  0.10
H 0.3993 -3.8018 -4.4924  0.12
H -0.3762 -4.2115 -2.2413  0.14
H -2.4328 -5.4177 1.1205  0.11
H -3.5930 -6.6335 2.9430  0.10
H -2.8945 -6.2930 5.2896  0.10
H -1.0367 -4.7501 5.8156  0.10
H 0.1111 -3.5332 3.9859  0.12
C -0.1578 1.5914 -5.6148  -0.16
C 0.5018 2.7824 -4.9211  -0.16
C 1.1767 2.1031 -3.7382  -0.19
O 0.3401 1.0040 -3.3785  -0.17
C -0.6023 0.7515 -4.4251  -0.20
H 0.5758 1.0484 -6.2149  0.11
H -0.9904 1.8700 -6.2594  0.11
H -0.2542 3.4918 -4.5780  0.12
H 1.2103 3.3151 -5.5545  0.11
H 1.2951 2.7475 -2.8680  0.10
H 2.1668 1.7289 -4.0256  0.11
H -1.6006 1.0436 -4.0860  0.11
H -0.6073 -0.3205 -4.6330  0.12